[1]
{"formula": "C17H28N4O5S2", "method": "the ωB97M-V functional and the def2-TZVPD basis", "species": ["C", "H", "H", "C", "S", "C", "H", "N", "O", "H", "C", "H", "H", "S", "H", "C", "H", "C", "H", "H", "O", "H", "H", "C", "H", "O", "H", "H", "H", "C", "H", "H", "C", "C", "O", "H", "H", "N", "H", "H", "C", "C", "C", "H", "C", "H", "C", "C", "H", "C", "N", "H", "H", "N", "H", "O"], "positions_angstrom": [[-3.1253, -3.0767, 1.1204], [-3.1721, -0.9818, 1.7449], [-0.3403, 3.5945, 1.9515], [-0.5970, 2.5521, -1.0876], [-1.3806, 1.3593, 1.1076], [-0.5814, -0.2117, 0.9058], [4.2865, 1.2110, -3.4655], [-0.2641, 2.3286, 0.3110], [-1.2931, 1.6494, 2.5127], [0.5429, -3.0568, -0.2897], [4.7449, 0.9580, -2.5134], [5.1333, -0.7760, -0.3652], [2.8920, 1.0303, -1.4151], [-1.7260, -1.4083, -1.4952], [3.3020, -0.5683, -2.0392], [3.4134, -1.8931, 1.0698], [-1.0751, 1.6685, -1.5048], [-3.0742, -3.3582, -0.3914], [2.5223, -0.0746, 0.8068], [-3.8201, -0.2040, -0.3805], [-1.0659, -2.3870, -2.3112], [5.5621, 0.2653, -2.6983], [0.3347, 2.7574, -1.6239], [3.7165, 0.3315, -1.5807], [0.7737, -0.0534, 2.6335], [-2.6832, 1.3623, 0.5115], [-5.0769, -1.4557, -0.5309], [-2.1194, -3.0431, 1.5384], [-4.7514, -1.7636, 1.7755], [0.4374, -0.5689, 1.7565], [0.9678, 3.9219, 0.7940], [2.2930, -2.0740, 2.9074], [-0.9878, 4.6181, 0.0990], [-0.6731, -1.2309, -0.0664], [4.3471, -2.6404, 0.8962], [2.1099, -3.4381, 1.7852], [-2.1620, -3.8502, -0.7235], [-3.1719, -2.0681, -1.0393], [4.7668, 0.8571, 0.2370], [-2.5323, 3.4473, -0.8847], [0.2945, -2.1581, 0.2371], [2.1600, -2.3495, 1.8580], [4.3418, -0.0351, -0.2349], [5.1563, 1.8654, -2.0768], [-4.0473, -1.2556, -0.2212], [-0.4096, 5.4726, -0.2515], [-0.0876, 3.6512, 0.8944], [-1.5128, 3.7785, -1.0763], [-3.6823, -3.8531, 1.6420], [-3.8100, -1.7023, 1.2330], [0.9569, -1.7565, 1.3510], [-3.9342, -3.9584, -0.7025], [-1.4871, 4.3160, -2.0217], [3.3596, -0.6184, 0.6525], [-1.8050, 4.9878, 0.7151], [-1.9662, -0.1144, -2.0566]], "atomic_forces_ev_per_a": [[-0.06, -0.07, 0.02], [-0.08, -0.05, 0.05], [0.17, 0.20, -0.02], [-0.25, -0.02, -0.67], [0.71, -0.40, 0.46], [-0.11, 0.48, 0.23], [0.04, 0.06, -0.11], [-0.56, -0.58, 0.53], [0.22, 0.11, -0.07], [0.12, -0.20, -0.11], [-0.23, -0.06, 0.11], [-0.02, 0.13, 0.04], [-0.08, -0.03, 0.00], [0.35, -0.31, -0.46], [-0.08, -0.02, 0.05], [-0.59, 0.03, 0.37], [0.16, 0.12, -0.15], [0.16, -0.68, 0.25], [0.03, -0.17, -0.02], [-0.25, -0.09, -0.01], [-0.04, -0.20, 0.30], [0.12, -0.04, -0.06], [-0.03, -0.06, 0.02], [0.29, 0.00, 0.09], [0.17, 0.07, 0.20], [0.20, 0.04, -0.27], [0.08, 0.02, -0.01], [-0.02, -0.03, 0.02], [0.01, 0.06, 0.06], [-0.46, 0.26, 0.19], [-0.09, -0.05, 0.03], [-0.08, -0.05, -0.09], [0.02, 0.02, -0.03], [-0.37, -0.17, -0.66], [0.28, -0.38, -0.01], [0.00, 0.17, 0.02], [-0.12, -0.21, 0.04], [0.88, 0.51, -0.56], [0.06, -0.08, -0.06], [0.00, 0.05, -0.07], [-0.20, -0.09, -0.32], [0.78, -0.31, -0.01], [0.04, 0.03, -0.24], [0.09, 0.12, 0.00], [-0.41, 0.59, 0.29], [-0.03, 0.04, 0.05], [0.09, 0.51, 0.53], [0.06, -0.01, -0.08], [0.05, -0.04, 0.03], [-0.06, 0.05, -0.02], [-0.57, 0.20, -0.05], [0.10, 0.02, -0.03], [-0.05, 0.01, -0.04], [-0.11, 0.44, -0.08], [0.01, 0.07, 0.01], [-0.32, 0.01, 0.34]], "lumo_ha": 0.0163, "de_lowest_kj_mol": 3.2, "spin_multiplicity": 1, "smiles": "CCCNC(=O)Cn1cc(S(=O)(=O)N2CCCC2)c(S(=O)(=O)N2CCCC2)c1", "gap_ha": 0.363, "energy_ha": -2056.1703, "e_homo_ev": -9.43, "total_charge": 0}

[2]
{"formula": "C17H28NO3", "method": "the ωB97M-V functional and the def2-TZVPD basis", "species": ["N", "H", "H", "H", "C", "H", "C", "H", "H", "C", "C", "C", "H", "H", "C", "C", "H", "H", "H", "H", "H", "C", "H", "O", "C", "H", "H", "H", "H", "H", "O", "H", "C", "H", "H", "C", "O", "H", "C", "H", "C", "C", "C", "H", "H", "H", "C", "H", "C"], "positions_angstrom": [[3.8922, 0.0522, 0.2209], [3.9669, 3.3905, -0.4722], [-2.6920, 2.1389, 0.7149], [-4.7815, 1.2948, 0.0753], [-1.9968, 1.3808, 0.3943], [-6.4574, -1.6646, -2.2402], [-4.6798, 0.4890, 0.8139], [-6.6610, 0.2786, 1.5706], [-6.8304, 0.4144, -0.9230], [4.0235, -0.7539, 1.4536], [-0.1585, -0.5131, -0.4402], [4.3496, 1.4585, 0.3701], [3.5047, -0.2583, 2.2749], [-0.4047, 2.7843, 0.2988], [-2.4063, 0.0618, 0.2186], [3.9232, -2.0462, -1.0509], [-5.7751, -1.2433, 1.4143], [-5.7383, -2.4387, -0.8271], [2.3328, -2.0396, 1.0241], [4.4453, -2.6138, -1.8220], [4.1619, 1.7707, 1.4001], [-0.6814, 1.7518, 0.1580], [4.4318, -0.0886, -1.8180], [-3.6492, -0.4042, 0.4208], [-6.6770, -0.5405, -0.4145], [-1.7831, -1.9001, -0.3491], [5.0839, -0.8517, 1.6990], [5.6161, -0.7591, -0.6665], [1.9011, 2.6798, 0.7551], [1.5822, 3.1000, -0.9472], [1.5862, 1.0754, -0.5189], [2.8660, 0.1457, -0.0215], [-1.4617, -0.8814, -0.2065], [-4.4240, 0.9309, 1.7867], [3.7419, 2.0731, -1.6179], [2.0847, 2.3855, -0.2868], [4.0447, -2.7839, 0.1364], [0.5576, -1.2441, -0.7852], [-5.9879, -0.2906, 0.9274], [3.5645, -2.7755, 2.0838], [4.5526, -0.6578, -0.8969], [3.5857, 2.3759, -0.5819], [3.4136, -2.1396, 1.2107], [5.4247, 1.5111, 0.1860], [-7.6615, -0.9683, -0.2160], [-4.9327, -1.0678, -1.5855], [0.2382, 0.8090, -0.2582], [2.8656, -1.9430, -1.3383], [-5.9009, -1.4851, -1.3235]], "atomic_forces_ev_per_a": [[-0.45, 0.04, -0.05], [0.04, -0.01, -0.01], [-0.10, 0.04, 0.03], [0.06, -0.02, 0.04], [-0.41, -0.23, 0.04], [0.00, -0.07, -0.10], [-0.40, 0.17, 0.33], [0.04, -0.01, 0.08], [-0.09, 0.04, 0.01], [-0.10, -0.72, 0.47], [0.07, 0.20, 0.00], [0.17, 0.72, -0.06], [0.02, 0.10, -0.11], [0.05, 0.11, 0.02], [0.36, 0.18, -0.05], [0.11, 0.20, -0.11], [-0.02, -0.01, 0.14], [0.07, -0.14, 0.02], [0.05, -0.02, 0.03], [-0.07, 0.17, -0.02], [0.02, -0.14, -0.03], [0.49, 0.00, -0.12], [-0.02, 0.07, 0.08], [0.06, -0.29, -0.06], [0.14, -0.15, 0.13], [-0.04, -0.14, -0.02], [-0.06, 0.12, -0.06], [-0.09, 0.12, 0.06], [-0.03, -0.01, -0.08], [0.00, -0.07, 0.09], [-0.16, -0.11, -0.04], [0.40, -0.13, 0.14], [-0.15, 0.11, 0.08], [0.04, -0.01, -0.14], [0.04, 0.07, -0.06], [0.13, 0.45, -0.08], [0.10, -0.13, -0.02], [0.08, -0.09, -0.06], [0.19, 0.22, -0.31], [-0.08, 0.16, 0.00], [0.12, -0.66, -0.55], [-0.38, -0.27, 0.15], [0.05, 0.21, 0.19], [-0.06, -0.15, 0.07], [-0.05, 0.08, -0.04], [0.10, -0.03, -0.07], [-0.11, -0.10, 0.06], [0.06, -0.03, -0.01], [-0.17, 0.16, -0.03]], "lumo_ha": -0.0817, "de_lowest_kj_mol": 103.9, "spin_multiplicity": 1, "smiles": "CCCCOc1ccc(OCCC[NH+]2CCOCC2)cc1", "gap_ha": 0.318, "energy_ha": -944.8003, "e_homo_ev": -10.88, "total_charge": 1}

[3]
{"formula": "C17H28Si3", "method": "the ωB97M-V functional and the def2-TZVPD basis", "species": ["C", "C", "H", "C", "C", "H", "H", "H", "H", "H", "C", "H", "H", "H", "H", "C", "C", "C", "H", "C", "H", "Si", "C", "H", "C", "H", "C", "H", "H", "H", "H", "H", "H", "H", "H", "C", "H", "Si", "Si", "H", "C", "C", "H", "C", "C", "H", "H", "H"], "positions_angstrom": [[1.6726, -0.7905, -1.2521], [2.4577, -0.8345, -3.9664], [0.4772, 1.1273, 4.6426], [-1.9810, -1.1218, 2.7641], [0.2577, 0.0979, 4.3985], [1.2137, 2.8603, 0.2199], [-0.4423, -0.8435, -2.8194], [-3.0411, -0.7860, 2.6056], [-2.4568, 1.8631, 2.2102], [-2.3963, 2.7908, -1.9584], [2.6795, -1.8844, -3.1754], [-2.1206, -0.5056, -2.7053], [2.8833, -0.8078, -5.0356], [3.0929, -2.7786, -3.6315], [-1.6569, 3.0105, -0.3108], [-1.1457, -0.0192, -2.6682], [-1.5446, 2.5430, -1.2928], [1.9921, 0.3800, -3.3639], [3.0380, -3.9190, -1.5340], [-2.9927, 0.1368, -0.2088], [-3.0901, 0.3338, 0.8453], [-0.8215, 0.3300, 2.8559], [2.4072, -3.1101, -1.0779], [-2.0474, -1.7093, 3.7120], [1.4745, 1.9477, 0.7452], [1.5140, 1.2773, -1.6672], [1.6402, 0.3216, -2.0641], [-1.0221, 2.7792, 2.7285], [1.8505, 2.2989, 1.6621], [-1.5150, -1.7744, 1.9682], [0.4399, -2.1640, 1.5324], [-0.3326, -0.3232, 5.1574], [-3.8737, 0.5523, -0.7078], [1.2709, -0.3026, 4.1108], [-3.0193, -0.9790, -0.3877], [2.2579, -1.8926, -1.8086], [2.0336, 1.2523, -3.9552], [0.2294, 0.6264, 0.7577], [-1.4546, 0.7178, -0.9068], [-0.6557, 3.0959, -1.5691], [-1.7415, 2.0100, 2.9966], [0.9621, -2.0991, 0.6063], [2.3214, 1.5597, 0.1354], [1.0402, -0.8401, 0.0667], [1.6928, -3.2000, 0.1105], [-2.3722, 2.0802, 3.9401], [1.7523, -4.0628, 0.6951], [-0.9279, 0.7555, -3.4002]], "atomic_forces_ev_per_a": [[-0.75, -0.06, 1.66], [1.08, 2.07, -2.07], [0.10, 0.44, 0.51], [-0.66, -0.78, 0.21], [1.67, 1.19, -2.60], [-0.48, 0.20, -0.21], [-0.06, 0.22, 0.29], [1.00, -0.61, -0.49], [-0.51, 0.52, -0.69], [0.47, 0.12, 0.39], [-0.15, -1.21, 0.37], [-0.42, 0.21, -1.08], [-1.03, -0.18, 1.68], [0.09, -0.09, 0.37], [-0.87, 0.18, 0.18], [-0.26, -0.96, 1.44], [-0.69, 0.70, 0.66], [0.83, -2.47, -0.69], [-0.86, 0.72, 0.76], [-1.72, -1.76, -0.31], [-0.04, -0.04, 0.25], [0.28, 0.66, 0.50], [-0.63, -0.06, 0.60], [0.40, 0.41, -0.63], [1.26, 0.84, -1.83], [-0.99, 1.31, 0.94], [0.68, 2.07, -0.87], [-0.36, 0.47, 0.46], [0.51, 0.08, 1.45], [-1.32, 0.41, 0.67], [-0.20, -0.53, 0.66], [-0.21, -1.00, 1.15], [0.05, -0.03, -0.07], [-1.20, -0.35, 0.82], [-0.15, 0.96, 0.45], [1.05, -2.47, -1.01], [-0.26, 1.07, -0.23], [-1.67, -0.45, 0.30], [2.74, 1.55, -1.45], [0.44, -0.43, -0.85], [-0.43, -1.77, 0.98], [0.74, 0.76, 0.01], [-0.27, 0.21, 0.72], [1.21, -1.79, -1.53], [0.91, 0.64, -1.70], [1.22, 0.45, -0.95], [-0.06, -1.36, 0.76], [-0.46, -0.05, 0.02]], "lumo_ha": 0.0202, "de_lowest_kj_mol": 162.6, "spin_multiplicity": 1, "smiles": "C[Si](C)(C)[Si](C)(c1cccc2ccccc12)[Si](C)(C)C", "gap_ha": 0.307, "energy_ha": -1533.0321, "e_homo_ev": -7.81, "total_charge": 0}

[4]
{"formula": "C17H29Cl2N2O4Ti", "method": "the ωB97M-V functional and the def2-TZVPD basis", "species": ["H", "O", "C", "H", "C", "C", "C", "H", "C", "C", "H", "H", "H", "C", "H", "C", "H", "H", "Ti", "H", "H", "H", "C", "C", "H", "Cl", "C", "H", "O", "H", "H", "H", "Cl", "C", "H", "C", "H", "H", "H", "H", "O", "N", "N", "H", "H", "H", "H", "H", "C", "C", "H", "C", "O", "C", "H"], "positions_angstrom": [[-0.7463, -1.0422, -1.9982], [2.3212, 0.1841, 2.3428], [-2.1748, 2.1459, -2.0735], [-2.0692, 1.7653, 1.8035], [1.9023, -5.0064, 0.4066], [-2.7161, -0.7394, -1.1107], [-1.5572, 0.8763, 2.1901], [-3.6329, -0.7361, -1.7275], [0.2440, 1.2310, -2.2170], [2.3171, 4.2005, -3.4067], [2.1788, -0.8053, 2.5840], [3.2769, 4.3832, -5.3512], [-2.1127, -1.6043, 4.0048], [2.1424, -3.2587, 2.0776], [-0.3717, -4.5682, 2.4826], [-1.2230, 0.9967, -2.2160], [1.3086, 3.7166, -1.5502], [-3.7447, 0.4685, 4.3752], [1.0643, 0.8635, 0.7504], [-2.5127, -1.7818, -0.8280], [-0.4656, -3.0008, 1.5979], [3.2178, -3.4336, 1.9084], [-1.3150, -0.8534, 3.8992], [1.9905, 2.6449, -5.2443], [-3.1540, 2.0171, 3.7141], [1.1555, 2.9355, 1.6607], [0.9038, 2.2712, -3.1026], [0.6821, 0.9673, -4.7878], [0.7045, 1.4673, -0.8471], [2.8159, 5.0818, -2.9943], [-2.4138, 1.3257, 5.1837], [-2.3635, 2.6796, -3.0111], [1.6008, -1.1788, -0.2252], [2.5677, 3.8210, -4.7334], [-2.9092, -0.1961, -0.1713], [-0.1014, -4.0320, 1.5594], [2.6549, -4.5068, -0.2173], [0.7161, 0.2798, -2.5104], [-0.8945, -0.6580, 4.8959], [2.2467, 2.2748, -6.2479], [1.7249, -2.3508, 2.8403], [-1.8879, 0.3943, 3.3692], [1.3424, -4.0662, 1.3691], [-0.5522, -4.5608, 0.7191], [-0.5274, -1.2342, 3.2425], [-1.8132, 2.8895, -1.3484], [1.0964, -5.3838, -0.2275], [-3.1380, 1.7517, -1.7246], [1.4758, 3.4312, -2.5890], [-1.5081, -0.2691, -1.8434], [2.3774, -5.8529, 0.9202], [1.1434, 1.8936, -4.4340], [-0.6190, 0.3418, 1.4951], [-2.8556, 1.0885, 4.2081], [2.2073, 0.7315, 3.1383]], "atomic_forces_ev_per_a": [[-0.04, 0.52, 0.28], [0.19, -1.08, 0.95], [-0.34, -0.08, 0.28], [0.14, -0.18, 0.42], [0.37, 0.05, 0.20], [-0.57, -0.73, -0.18], [-0.92, 2.22, -3.10], [0.21, 0.05, 0.26], [2.02, 0.14, 1.12], [-0.15, -0.12, -0.35], [0.15, 1.38, -0.28], [-0.31, -0.13, 0.27], [0.05, -0.17, 0.02], [-0.99, 1.37, 0.32], [-0.01, 0.26, -0.16], [-0.15, -0.73, 1.10], [0.07, -0.25, -0.21], [-0.11, 0.01, 0.00], [-0.26, -0.76, 0.98], [-0.32, 0.18, 0.03], [0.13, -0.16, -0.03], [-0.17, 0.13, -0.02], [-0.56, 1.07, -0.29], [-0.02, 0.14, 0.06], [0.05, -0.14, 0.10], [0.27, 1.76, 1.19], [0.01, -0.30, -0.27], [0.26, 0.23, 0.01], [-1.33, 0.99, -4.17], [-0.23, -0.23, -0.15], [-0.05, 0.06, 0.00], [0.18, -0.11, -0.05], [0.52, -1.68, -0.61], [0.13, -0.36, 0.16], [0.16, 0.10, -0.29], [0.02, -0.03, 0.13], [-0.27, -0.10, 0.08], [-0.08, 0.13, 0.05], [0.00, -0.13, -0.07], [-0.19, 0.35, 0.43], [0.67, -1.81, -0.73], [-0.61, -1.51, 4.20], [0.18, -0.02, 0.39], [-0.09, 0.21, 0.07], [-0.24, 0.20, 0.10], [0.00, -0.23, -0.09], [0.25, 0.13, 0.07], [0.13, 0.28, -0.01], [0.24, 0.30, -0.39], [-0.03, 0.58, -0.47], [-0.11, 0.01, -0.16], [0.07, 0.36, 0.19], [0.97, -1.33, -0.46], [0.73, -0.54, -0.58], [0.00, -0.24, -0.34]], "lumo_ha": [0.0972, 0.0964], "de_lowest_kj_mol": 0.0, "spin_multiplicity": 3, "gap_ha": [0.108, 0.296], "energy_ha": -2845.6362, "e_homo_ev": [-0.29, -5.44], "s2": 2.0062, "total_charge": -1}